# 1
{
  "formula": "C18H13ClF3N5O",
  "method": "wB97M-V/def2-TZVPD",
  "elements": ["Cl", "F", "F", "F", "O", "N", "N", "N", "N", "N", "C", "C", "C", "C", "C", "C", "C", "C", "C", "C", "C", "C", "C", "C", "C", "C", "C", "C", "H", "H", "H", "H", "H", "H", "H", "H", "H", "H", "H", "H", "H"],
  "coordinates": [[1.070, -1.474, -4.646], [-1.060, 3.116, 4.716], [0.487, 1.716, 4.876], [0.678, 3.154, 3.397], [3.213, 2.199, 0.082], [1.128, 0.835, 1.689], [1.576, 0.593, 0.317], [-2.785, 0.232, 2.457], [-0.831, -0.065, 1.052], [-2.214, 1.141, 3.239], [-3.995, -2.051, 1.037], [2.958, 0.841, -1.873], [-2.115, -0.360, 1.406], [-4.831, -2.768, 0.192], [2.202, -0.447, -3.831], [-2.890, -1.298, 0.540], [3.311, 0.027, -4.542], [2.063, 0.314, 2.718], [-0.259, 0.754, 1.925], [-4.626, -2.899, -1.175], [-2.753, -1.342, -0.904], [-0.949, 1.416, 2.963], [-3.618, -2.108, -1.726], [-0.264, 2.327, 3.943], [2.655, 1.228, -0.435], [3.909, 1.520, -2.625], [2.057, -0.054, -2.468], [4.203, 0.968, -3.874], [-3.473, -2.048, -2.747], [-5.137, -3.582, -1.680], [0.744, 0.377, -0.334], [2.877, -0.178, 2.144], [-4.294, -2.103, 2.125], [1.187, -0.343, -1.915], [4.594, 2.300, -2.307], [1.622, -0.327, 3.517], [2.557, 1.169, 3.232], [-2.023, -0.586, -1.342], [5.153, 1.353, -4.226], [3.588, -0.313, -5.557], [-5.713, -3.236, 0.641]],
  "smiles": "CN(NC(=O)c1cccc(Cl)c1)c1nc(-c2ccccc2)nnc1C(F)(F)F",
  "charge": 0,
  "max_force_ev_per_a": 5.110,
  "lumo_ev": -0.862,
  "energy_ev": -49046.0979
}

=====

# 2
{
  "formula": "C18H13CoN4O9",
  "method": "wB97M-V/def2-TZVPD",
  "elements": ["Co", "O", "O", "O", "O", "O", "O", "O", "O", "O", "N", "N", "N", "N", "C", "C", "C", "C", "C", "C", "C", "C", "C", "C", "C", "C", "C", "C", "C", "C", "C", "C", "H", "H", "H", "H", "H", "H", "H", "H", "H", "H", "H", "H", "H"],
  "coordinates": [[-0.246, -0.719, 0.330], [2.638, 1.817, 4.816], [-1.325, -2.423, 1.007], [1.608, -1.623, 0.175], [-3.597, -4.788, -2.110], [-2.214, 1.729, 2.975], [3.601, -1.744, 1.283], [-3.357, -3.954, -4.168], [-2.748, -4.019, 0.284], [-1.755, 0.510, 1.097], [0.581, 1.230, -0.591], [0.537, -0.196, 1.991], [-1.018, -1.333, -1.384], [-1.720, -1.953, -3.332], [-2.260, -2.850, -2.446], [2.345, 2.841, -0.545], [2.435, -1.371, 1.123], [1.832, -0.450, 2.167], [0.076, 3.570, -0.563], [1.425, 3.874, -0.521], [-0.096, 0.733, 2.700], [1.907, 1.159, 3.886], [0.560, 1.437, 3.678], [-1.815, -2.453, -1.229], [-0.302, 2.237, -0.600], [2.562, 0.204, 3.125], [1.878, 1.536, -0.583], [-1.506, 1.040, 2.236], [-1.982, -3.023, 0.140], [-3.134, -3.928, -2.969], [-0.201, 0.041, -3.340], [-0.968, -1.055, -2.672], [-3.254, -4.578, -1.134], [1.756, 4.906, -0.467], [0.849, -0.017, -3.060], [-1.876, -2.013, -4.323], [3.619, -0.015, 3.248], [3.411, 3.028, -0.523], [-1.350, 1.951, -0.591], [0.010, 2.185, 4.245], [-0.571, 1.019, -3.030], [2.069, 2.455, 5.248], [-0.284, -0.034, -4.426], [2.564, 0.692, -0.607], [-0.682, 4.344, -0.542]],
  "spin_multiplicity": 2,
  "charge": -1,
  "max_force_ev_per_a": 1.099,
  "lumo_ev": [2.329, 2.327],
  "energy_ev": -80899.0327
}

=====

# 3
{
  "formula": "C18H13NO3S",
  "method": "wB97M-V/def2-TZVPD",
  "elements": ["S", "O", "O", "O", "N", "C", "C", "C", "C", "C", "C", "C", "C", "C", "C", "C", "C", "C", "C", "C", "C", "C", "C", "H", "H", "H", "H", "H", "H", "H", "H", "H", "H", "H", "H", "H"],
  "coordinates": [[0.525, 0.886, -1.146], [-1.525, -0.578, 1.795], [0.789, -0.296, -1.989], [0.332, 2.091, -1.989], [1.763, -1.110, 0.803], [-2.214, 0.321, -0.878], [-3.768, -1.243, -1.890], [2.451, -2.304, 0.849], [0.417, -1.427, 0.876], [3.925, 1.705, 1.907], [-0.922, 0.624, -0.107], [-0.648, -0.424, 0.947], [2.435, 2.506, 0.156], [0.238, -2.784, 0.959], [2.314, 0.171, 0.909], [1.559, -3.345, 0.967], [3.466, 2.751, 1.099], [-2.492, -0.975, -1.337], [-4.394, 1.053, -1.572], [-3.156, 1.349, -0.962], [-4.694, -0.204, -2.014], [1.859, 1.230, 0.078], [3.344, 0.421, 1.819], [-5.671, -0.429, -2.439], [3.922, 3.739, 1.234], [3.511, -2.518, 0.792], [-2.962, 2.342, -0.586], [2.059, 3.291, -0.507], [-4.042, -2.239, -2.283], [4.785, 1.917, 2.520], [-1.792, -1.760, -1.301], [-1.066, 1.561, 0.442], [-0.726, -3.309, 0.993], [3.732, -0.354, 2.462], [-5.209, 1.751, -1.649], [1.855, -4.412, 1.042]],
  "smiles": "O=C1c2cccn2-c2ccccc2S(=O)(=O)[C@H]1c1ccccc1",
  "charge": 0,
  "max_force_ev_per_a": 4.261,
  "lumo_ev": -0.140,
  "energy_ev": -37343.0718
}

=====

# 4
{
  "formula": "C18H14Cl3F3N2O4S3",
  "method": "wB97M-V/def2-TZVPD",
  "elements": ["Cl", "Cl", "Cl", "S", "S", "S", "F", "F", "F", "O", "O", "O", "O", "N", "N", "C", "C", "C", "C", "C", "C", "C", "C", "C", "C", "C", "C", "C", "C", "C", "C", "C", "C", "H", "H", "H", "H", "H", "H", "H", "H", "H", "H", "H", "H", "H", "H"],
  "coordinates": [[-0.013, 2.599, 3.684], [4.283, -0.840, 2.886], [-0.825, 3.754, -2.054], [2.482, 2.384, -1.143], [0.839, -1.080, 4.448], [-0.360, -0.177, -0.297], [0.600, -1.943, -5.521], [2.688, -1.363, -4.991], [1.427, -2.577, -3.642], [0.636, -1.605, 3.077], [3.850, 2.172, -1.679], [2.077, 3.812, -1.309], [-0.431, -0.828, 5.102], [1.317, 1.287, -1.934], [1.797, 0.315, 4.517], [1.440, -1.541, -4.520], [0.974, -0.262, -3.787], [-2.007, 1.878, -0.294], [-3.085, 2.653, 0.199], [1.886, 0.105, -2.597], [-3.969, 2.153, 1.164], [-1.841, 0.595, 0.258], [-2.702, 0.100, 1.249], [2.429, 1.905, 0.643], [3.298, 0.914, 1.118], [-3.795, 0.861, 1.729], [-0.931, 2.223, -1.219], [0.049, 1.241, -1.294], [3.136, 0.388, 2.427], [2.111, 0.888, 3.253], [1.325, 1.935, 2.791], [1.858, -2.275, 5.314], [1.504, 2.415, 1.504], [-4.761, 2.767, 1.532], [-4.522, 0.504, 2.479], [2.872, 0.278, -2.998], [1.890, -2.020, 6.382], [4.090, 0.542, 0.485], [0.778, 3.131, 1.136], [-2.570, -0.902, 1.622], [1.426, -3.252, 5.236], [2.841, -2.261, 4.858], [1.258, 0.973, 5.067], [0.914, 0.608, -4.440], [-3.289, 3.646, -0.225], [-0.053, -0.478, -3.419], [1.952, -0.753, -1.925]],
  "smiles": "CS(=O)(=O)Nc1c(Cl)cc(S(=O)(=O)N(CCC(F)(F)F)c2sc3ccccc3c2Cl)cc1Cl",
  "charge": 0,
  "max_force_ev_per_a": 3.963,
  "lumo_ev": -0.326,
  "energy_ev": -108287.8827
}

=====

# 5
{
  "formula": "C18H14ClN3O2Zr",
  "method": "wB97M-V/def2-TZVPD",
  "elements": ["Zr", "Cl", "O", "O", "N", "N", "N", "C", "C", "C", "C", "C", "C", "C", "C", "C", "C", "C", "C", "C", "C", "C", "C", "C", "C", "H", "H", "H", "H", "H", "H", "H", "H", "H", "H", "H", "H", "H", "H"],
  "coordinates": [[-0.388, 0.030, -0.224], [-2.607, -0.870, -0.162], [2.465, 1.294, 1.717], [-0.363, -2.297, 2.315], [0.177, 0.186, 5.145], [-0.372, 1.513, 11.699], [0.186, 0.349, 2.941], [0.891, 0.979, -2.054], [1.726, -0.137, -1.674], [0.831, 0.213, 8.724], [-0.069, 0.328, 6.504], [1.250, -0.469, 3.332], [-0.169, -1.485, 1.496], [-1.610, 1.238, -2.830], [-1.404, 1.123, 8.311], [1.252, -0.593, 4.700], [-1.279, 0.874, 6.942], [-0.455, 0.741, 4.052], [0.955, -1.349, -1.796], [-0.344, 0.819, 9.186], [-0.395, 1.196, 10.568], [-0.363, -1.000, -2.264], [1.548, 0.872, 1.107], [0.969, -0.054, 7.372], [-0.408, 0.453, -2.442], [-2.063, 1.101, 6.219], [1.870, -1.238, 5.276], [1.988, -1.015, 2.755], [-1.344, 1.381, 4.043], [1.166, 2.045, -2.059], [-2.526, 0.687, -2.577], [-1.633, 2.213, -2.321], [-1.579, 1.409, -3.913], [-1.210, -1.669, -2.430], [-2.317, 1.581, 8.668], [2.784, -0.079, -1.380], [1.660, -0.027, 9.388], [1.318, -2.372, -1.634], [1.916, -0.488, 7.033]],
  "charge": 2,
  "max_force_ev_per_a": 7.032,
  "lumo_ev": -9.651,
  "energy_ev": -41243.8880
}